# 1
{
  "formula": "CH8O4",
  "method": "the ωB97M-V functional and the def2-TZVPD basis",
  "e_lumo_ev": 0.26,
  "max_force_ev_per_a": 2.79,
  "relative_energy_kj_mol": 103.91,
  "energy_ev": -9355.20549,
  "gap_ev": 9.77,
  "smiles": "C=O.O.O.O",
  "symbols": ["H", "H", "H", "H", "H", "H", "O", "O", "O", "H", "H", "O", "C"],
  "positions_angstrom": [[0.853, -1.791, -1.692], [1.652, -0.338, -2.573], [0.665, 0.915, 0.465], [1.312, -0.469, 0.968], [-1.435, -1.307, 1.330], [1.619, 2.520, 2.054], [-2.271, -1.027, 1.708], [0.877, 1.948, 1.938], [-0.322, -0.407, -2.718], [-2.201, -0.517, 2.585], [-0.029, 2.215, 1.890], [0.874, -0.015, 0.244], [0.709, -0.876, -2.355]],
  "atomic_forces_ev_per_a": [[-0.556, 0.571, -0.784], [0.141, -0.230, -0.082], [0.724, -1.067, 0.465], [-0.077, 0.713, 0.221], [0.428, 0.446, 0.487], [-0.343, 1.326, 0.108], [-0.961, 1.086, 1.803], [0.351, -2.119, 0.006], [-0.792, -0.350, -0.184], [0.560, -1.454, -2.320], [-0.202, 1.435, 0.325], [-0.426, -0.355, -1.020], [1.153, -0.002, 0.976]],
  "mulliken_charge": [0.167, 0.218, 0.356, 0.267, 0.334, 0.303, -0.649, -0.663, -0.395, 0.317, 0.327, -0.570, -0.011]
}



# 2
{
  "formula": "C23H53O11P",
  "method": "the ωB97M-V functional and the def2-TZVPD basis",
  "e_lumo_ev": 0.72,
  "max_force_ev_per_a": 0.85,
  "relative_energy_kj_mol": 0.00,
  "energy_ev": -56522.36809,
  "gap_ev": 10.24,
  "smiles": "O=COCCCCCOC(=O)P(=O)(O)O.CCOCC.CCOCC.CCOCC.CCOCC",
  "symbols": ["H", "C", "H", "H", "H", "H", "H", "C", "H", "O", "C", "H", "H", "H", "C", "H", "O", "H", "H", "C", "O", "O", "H", "H", "C", "H", "C", "C", "H", "O", "H", "H", "H", "C", "H", "H", "H", "C", "O", "O", "H", "C", "C", "H", "H", "C", "H", "H", "H", "H", "O", "C", "H", "H", "H", "H", "C", "H", "H", "H", "H", "O", "O", "H", "H", "H", "C", "H", "H", "H", "C", "H", "O", "H", "C", "H", "C", "H", "C", "H", "C", "H", "C", "P", "C", "H", "H", "H"],
  "positions_angstrom": [[7.305, 0.056, -0.951], [0.884, 0.821, 0.165], [-8.424, -2.849, -1.124], [-4.402, -1.076, -2.222], [-1.354, 6.938, 3.609], [-4.455, 3.954, 0.962], [5.062, -1.585, 1.679], [6.731, -4.178, 4.115], [4.641, -4.674, 4.156], [0.723, -2.636, 1.511], [-1.132, 0.454, 1.706], [-7.041, -2.499, -2.145], [-8.473, -2.609, -4.181], [-2.230, 3.369, 1.838], [2.978, -0.647, -0.140], [-1.998, 8.274, 2.640], [-5.810, 0.247, 0.318], [4.884, -3.593, 0.226], [4.781, 0.808, -3.953], [-8.804, -3.051, -3.241], [6.043, 0.437, -2.451], [-2.013, 0.367, 0.563], [8.462, 0.004, -3.791], [0.455, -0.110, -0.208], [5.474, -1.210, -4.194], [-0.448, 6.897, 1.289], [5.843, -3.295, 0.655], [5.630, -2.483, 1.919], [-11.380, -0.618, -0.593], [-4.622, -1.232, -1.294], [2.503, -1.921, 2.080], [3.972, -0.833, 0.268], [0.665, 1.319, 2.282], [5.383, -4.339, 3.433], [6.427, -4.199, 0.834], [7.508, -3.858, 3.420], [8.615, 1.330, -2.636], [1.773, -2.111, 1.276], [-8.323, -0.972, -2.006], [2.142, -1.804, 0.022], [-9.608, 0.550, -1.864], [-10.376, -1.040, -0.641], [2.385, 0.623, 0.457], [-2.917, 4.653, 2.819], [5.437, -5.107, 2.653], [-2.537, 4.415, 1.819], [9.357, -0.243, -2.296], [-3.967, 5.626, 0.697], [-3.194, 4.323, -0.220], [2.599, 0.669, 1.528], [-1.337, 5.132, 1.567], [-9.668, -0.538, -1.887], [-8.556, -4.113, -3.250], [6.381, -2.696, -0.081], [5.159, -1.274, -5.236], [-0.247, 2.353, 1.215], [-1.987, 7.190, 2.758], [-0.812, -0.549, 1.995], [4.696, -1.653, -3.570], [7.122, -1.289, -2.065], [7.042, -5.131, 4.543], [4.856, -3.133, 2.906], [-4.126, 1.298, -1.348], [6.456, 0.696, -4.467], [-3.005, 6.873, 2.987], [6.378, -1.812, -4.086], [7.228, -0.199, -2.009], [3.103, -0.534, -1.216], [-6.527, -0.245, -0.112], [-1.685, 0.874, 2.548], [0.062, 1.317, 1.369], [2.947, 1.448, 0.011], [-3.513, -0.771, 1.804], [6.588, -2.142, 2.330], [5.703, 0.242, -3.813], [-9.833, -0.740, 0.257], [-3.601, 4.600, 0.753], [-10.236, -0.805, -2.785], [-8.121, -2.377, -2.065], [0.783, 1.548, -0.640], [-3.201, -0.165, 0.813], [-9.890, -2.967, -3.190], [8.487, 0.251, -2.729], [-4.461, 0.150, -0.503], [-1.459, 6.540, 1.490], [6.668, -3.442, 4.917], [-2.074, 6.828, 0.630], [-10.473, -2.126, -0.631]],
  "atomic_forces_ev_per_a": [[-0.030, 0.000, 0.001], [0.039, 0.051, 0.079], [-0.039, 0.015, -0.008], [0.054, -0.084, -0.019], [0.000, 0.006, 0.000], [0.014, -0.027, -0.012], [0.049, 0.053, 0.062], [0.006, 0.071, -0.012], [-0.014, 0.007, -0.012], [0.057, -0.018, -0.072], [0.264, -0.203, 0.247], [-0.005, 0.016, 0.023], [0.002, -0.006, -0.001], [-0.006, 0.000, 0.029], [0.218, 0.177, -0.142], [0.022, 0.004, -0.001], [0.097, -0.290, 0.040], [-0.002, 0.018, -0.003], [0.008, 0.013, 0.009], [-0.040, 0.068, -0.020], [-0.060, 0.028, 0.078], [-0.169, 0.368, -0.014], [0.016, -0.042, 0.013], [-0.001, -0.010, 0.036], [0.013, -0.021, 0.068], [0.002, -0.012, -0.009], [-0.028, -0.075, -0.025], [0.076, 0.024, -0.020], [0.005, 0.020, 0.003], [0.032, -0.011, -0.011], [0.202, 0.268, -0.240], [-0.018, -0.049, 0.032], [0.085, 0.022, -0.052], [0.027, -0.079, -0.006], [0.033, 0.029, 0.022], [0.004, -0.044, -0.012], [0.006, -0.003, 0.006], [-0.196, -0.408, 0.208], [0.208, 0.056, 0.163], [-0.111, 0.194, 0.110], [0.016, -0.002, -0.013], [0.063, -0.044, 0.018], [0.037, 0.090, -0.174], [-0.065, 0.039, -0.031], [0.027, 0.025, -0.019], [0.030, -0.031, -0.015], [0.000, 0.009, 0.020], [-0.005, 0.004, 0.054], [-0.070, -0.017, -0.027], [-0.145, -0.113, 0.038], [0.061, -0.086, 0.029], [-0.078, 0.055, -0.002], [0.023, 0.002, -0.003], [-0.018, 0.014, -0.003], [-0.018, 0.008, 0.001], [-0.070, -0.033, 0.004], [-0.013, -0.060, 0.035], [-0.095, -0.068, -0.132], [-0.001, -0.003, -0.005], [0.017, 0.004, -0.048], [-0.011, -0.003, 0.012], [-0.139, 0.055, 0.067], [0.013, -0.143, -0.018], [0.024, -0.027, 0.015], [-0.013, 0.029, -0.028], [0.012, 0.014, -0.042], [0.033, -0.041, 0.068], [-0.114, -0.129, -0.021], [-0.101, 0.074, 0.006], [-0.106, -0.009, -0.070], [-0.018, 0.087, -0.047], [0.087, 0.012, 0.133], [0.184, 0.142, 0.024], [0.019, -0.078, 0.010], [-0.026, -0.001, -0.062], [-0.009, 0.005, 0.003], [0.063, 0.020, -0.028], [0.014, -0.040, 0.009], [0.022, -0.097, -0.020], [-0.051, -0.095, -0.086], [-0.345, -0.418, 0.406], [0.000, -0.036, 0.025], [-0.045, 0.041, -0.072], [0.055, 0.676, -0.514], [0.001, 0.062, -0.027], [-0.001, -0.005, 0.002], [-0.035, -0.021, 0.014], [-0.036, 0.005, -0.025]],
  "mulliken_charge": [0.345, -0.818, 0.338, 0.318, 0.286, 0.373, 0.107, -1.027, 0.344, -0.516, -0.742, 0.248, 0.308, -0.286, 0.326, 0.391, -0.470, 0.266, 0.352, -1.194, -0.430, -0.132, 0.285, 0.477, -0.996, 0.327, -0.757, -0.196, 0.393, -0.493, 0.379, -0.320, 0.362, -0.379, 0.420, 0.268, 0.305, 0.255, -0.392, -0.419, 0.357, -1.057, -0.964, 0.278, 0.315, 0.353, 0.422, 0.333, 0.299, 0.353, -0.365, -0.347, 0.401, 0.019, 0.396, 0.096, -1.036, 0.393, 0.214, 0.139, 0.389, -0.363, -0.663, 0.358, 0.276, 0.269, -0.038, 0.154, 0.289, 0.538, -0.328, 0.489, -0.525, 0.350, -0.351, 0.265, -1.157, 0.320, -0.168, 0.507, 0.484, 0.283, -1.253, 0.859, -0.362, 0.288, 0.306, 0.278]
}



# 3
{
  "formula": "C2H3IO",
  "method": "the ωB97M-V functional and the def2-TZVPD basis",
  "e_lumo_ev": -0.55,
  "max_force_ev_per_a": 1.88,
  "relative_energy_kj_mol": 539.10,
  "energy_ev": -12264.80950,
  "gap_ev": 8.54,
  "symbols": ["C", "I", "O", "H", "H", "C", "H"],
  "positions_angstrom": [[-1.210, -0.537, -0.014], [2.764, 0.362, -0.369], [1.862, -1.275, -0.436], [-0.661, -1.409, -0.264], [-2.350, 1.254, 0.677], [-1.747, 0.470, 0.328], [1.343, 1.136, 0.079]],
  "atomic_forces_ev_per_a": [[0.494, -0.358, -0.052], [-1.799, -0.425, 0.334], [0.743, 0.153, -0.152], [0.180, -0.134, -0.163], [-0.205, 0.608, 0.108], [-0.305, -0.026, 0.110], [0.893, 0.183, -0.185]],
  "mulliken_charge": [-0.238, 0.503, -0.651, 0.398, 0.367, -0.521, 0.141]
}



# 4
{
  "formula": "C4H8O5",
  "method": "the ωB97M-V functional and the def2-TZVPD basis",
  "e_lumo_ev": 0.61,
  "max_force_ev_per_a": 2.53,
  "relative_energy_kj_mol": 24.31,
  "energy_ev": -14515.54388,
  "gap_ev": 11.33,
  "smiles": "OC1(O)CCC(O)(O)O1",
  "symbols": ["O", "C", "O", "O", "C", "H", "H", "C", "H", "H", "C", "O", "H", "O", "H", "H", "H"],
  "positions_angstrom": [[1.507, -0.546, 1.318], [-0.774, -0.517, -1.060], [-2.220, 1.081, -0.007], [-0.017, 0.973, 0.601], [-1.161, 0.236, 0.231], [1.855, 1.809, -0.534], [-0.799, -0.884, 1.808], [1.213, 0.170, 0.191], [-1.026, 0.117, -1.910], [1.264, -0.510, -1.852], [0.729, -0.758, -0.936], [2.231, 1.026, -0.122], [-2.416, 1.551, 0.814], [-1.537, -0.667, 1.222], [-1.340, -1.445, -1.133], [0.956, -1.783, -0.655], [1.533, 0.145, 2.025]],
  "atomic_forces_ev_per_a": [[0.637, 0.348, 1.002], [-0.278, 0.227, 0.158], [0.049, 0.168, -0.076], [1.324, -0.359, -0.890], [0.362, -0.357, -0.840], [-0.085, 0.124, -0.134], [0.065, 0.155, -0.338], [-2.492, 0.268, 0.357], [0.088, -0.020, 0.002], [0.002, -0.088, 0.067], [0.109, 0.252, 0.141], [0.151, 0.326, 0.276], [-0.035, -0.116, 0.009], [-0.155, -0.179, 0.837], [-0.034, 0.133, -0.002], [0.065, -0.024, -0.033], [0.228, -0.859, -0.535]],
  "mulliken_charge": [-0.555, -0.624, -0.539, -0.555, 0.764, 0.332, 0.367, 0.792, 0.269, 0.273, -0.779, -0.522, 0.331, -0.545, 0.316, 0.295, 0.379]
}



# 5
{
  "formula": "C20H34N6O2",
  "method": "the ωB97M-V functional and the def2-TZVPD basis",
  "e_lumo_ev": 0.37,
  "max_force_ev_per_a": 0.09,
  "relative_energy_kj_mol": 112.58,
  "energy_ev": -34327.19757,
  "gap_ev": 9.16,
  "smiles": "CC1=CC[C@H](C(=O)N(C)CC[C@H](C)NC(=O)c2cn(CCN(C)C)nn2)CC1",
  "symbols": ["C", "N", "H", "C", "H", "H", "H", "C", "H", "N", "H", "C", "C", "C", "H", "O", "H", "C", "H", "H", "H", "H", "C", "H", "H", "N", "H", "H", "C", "H", "C", "H", "C", "H", "C", "C", "H", "O", "H", "N", "H", "H", "C", "N", "C", "C", "H", "H", "C", "H", "H", "N", "H", "H", "H", "C", "C", "H", "H", "H", "C", "H"],
  "positions_angstrom": [[4.346, -3.176, 2.072], [-3.788, -0.107, 3.259], [-4.289, 1.131, 4.852], [0.237, 2.824, -0.835], [6.261, -1.230, 0.546], [4.961, 2.722, -1.223], [0.983, -0.447, -0.022], [-1.723, -0.092, 0.300], [-1.056, 1.576, 6.583], [3.641, 1.146, -0.953], [-0.677, 3.328, -1.150], [-3.339, -0.670, 5.610], [-1.026, -1.018, 6.164], [4.162, -0.790, 0.513], [-2.299, 0.846, 7.621], [-1.502, -0.994, -0.481], [-5.249, -0.338, 4.659], [1.276, 0.571, -0.284], [-1.376, 1.858, 0.827], [5.791, -3.859, 0.738], [-1.957, 0.962, 3.181], [-2.760, 1.842, 6.228], [3.488, -2.044, 2.576], [-1.242, -1.411, 7.170], [5.415, -1.971, -0.796], [-2.023, -0.061, 5.715], [3.314, 3.236, -0.846], [0.562, 3.249, 0.119], [4.193, -4.483, 2.791], [1.008, 3.039, -1.573], [5.181, -3.017, 1.050], [4.825, -5.256, 2.356], [0.014, 1.326, -0.704], [4.452, -4.380, 3.848], [3.904, -0.688, 2.019], [4.488, 0.588, -0.037], [2.048, 1.086, -2.243], [5.487, 1.175, 0.354], [-0.047, -0.540, 6.191], [-1.046, 1.091, 0.266], [2.441, -2.255, 2.324], [-3.845, -0.721, 6.589], [-4.239, 0.066, 4.628], [-3.834, -0.963, 1.309], [5.335, -1.741, 0.271], [3.912, 2.502, -1.395], [4.825, -0.345, 2.496], [3.135, 0.058, 2.231], [-2.675, 0.354, 2.661], [3.273, -1.216, 0.047], [-0.327, 0.919, -1.661], [-4.478, -0.900, 2.424], [2.551, -0.482, -1.693], [-3.224, -1.695, 5.254], [3.689, 2.592, -2.459], [-2.039, 1.105, 6.582], [-2.714, -0.198, 1.404], [3.156, -4.827, 2.751], [1.671, 1.038, 0.623], [3.531, -2.025, 3.670], [2.379, 0.540, -1.357], [-0.977, -1.856, 5.468]],
  "atomic_forces_ev_per_a": [[0.006, 0.002, 0.002], [0.020, 0.012, -0.020], [-0.001, -0.001, -0.003], [0.001, -0.005, -0.001], [0.002, -0.004, -0.005], [0.000, 0.004, -0.005], [-0.001, 0.003, -0.001], [-0.006, 0.002, 0.043], [-0.001, 0.000, 0.001], [0.045, -0.061, 0.016], [0.000, 0.000, 0.000], [0.004, -0.017, -0.004], [0.003, 0.001, 0.004], [0.002, -0.017, 0.001], [0.000, 0.001, 0.001], [-0.002, -0.002, -0.012], [0.001, 0.001, 0.007], [0.037, 0.026, 0.045], [0.000, 0.000, 0.000], [0.005, 0.004, -0.004], [-0.003, 0.001, 0.002], [0.001, 0.000, -0.001], [-0.006, 0.003, -0.006], [0.001, 0.000, 0.000], [-0.005, -0.001, 0.000], [-0.005, 0.007, -0.001], [-0.001, -0.004, 0.002], [-0.001, -0.001, 0.001], [0.001, -0.002, -0.007], [-0.001, 0.002, 0.000], [-0.013, -0.004, 0.011], [-0.002, -0.001, 0.000], [-0.019, -0.027, -0.021], [0.001, 0.003, 0.001], [0.006, -0.005, 0.004], [-0.024, 0.002, -0.012], [-0.001, -0.006, -0.001], [0.002, 0.006, 0.008], [-0.001, 0.000, 0.000], [-0.003, -0.013, -0.009], [0.000, 0.003, -0.002], [0.001, 0.004, 0.002], [-0.011, -0.007, -0.006], [-0.009, 0.022, -0.001], [0.011, 0.014, 0.002], [0.007, 0.002, 0.004], [-0.002, 0.002, 0.000], [0.003, 0.004, 0.001], [-0.009, 0.007, 0.007], [-0.003, 0.003, 0.000], [0.000, -0.002, 0.001], [0.010, -0.009, 0.009], [0.006, -0.001, -0.001], [-0.003, 0.002, 0.001], [-0.001, 0.000, 0.001], [0.003, -0.001, 0.000], [0.009, -0.016, -0.021], [0.001, 0.000, 0.003], [-0.001, 0.007, -0.004], [-0.004, -0.004, 0.001], [-0.050, 0.063, -0.036], [-0.001, 0.000, -0.001]],
  "mulliken_charge": [0.947, 0.809, 0.336, -1.696, 0.379, 0.371, 0.484, 0.299, 0.350, 0.132, 0.466, -0.747, -1.107, 1.159, 0.376, -0.621, 0.348, 0.111, 0.320, 0.313, 0.425, 0.270, -0.655, 0.356, 0.448, 0.240, 0.289, 0.382, -1.539, 0.392, -0.734, 0.377, -0.061, 0.310, -1.079, -0.098, 0.811, -0.692, 0.334, -0.132, 0.340, 0.402, -0.817, -0.382, -1.169, -1.094, 0.431, 0.275, 0.081, 0.263, 0.464, -0.833, 0.321, 0.464, 0.348, -1.115, -0.045, 0.317, 0.081, 0.460, -1.805, 0.336]
}